(1)
The following is a DFT calculation (ωB97M-V with the def2-TZVPD basis set) of a molecular structure, C36H53CrN4O2S5.

Each line ends with the Löwdin charge.
Cartesian coordinates (Å):
H1 4.27765 3.79204 -0.94665  0.0844
H2 4.54821 -6.43617 -0.87912  0.0722
S1 0.31764 0.10755 2.43580  0.7825
H3 -2.59665 -2.39302 -5.50334  0.0873
C1 0.47556 4.19123 -1.46847  -0.0439
C2 1.60314 4.09665 -0.42998  -0.5298
C3 -1.12109 0.88328 2.78047  -1.1165
H4 1.85325 6.23219 -0.41271  0.0782
H5 -0.31086 -7.33433 0.74683  0.0788
C4 2.29532 -4.84330 -0.87708  -0.0113
H6 -1.23676 -5.36374 -1.30254  0.0747
C5 0.00348 -4.93026 1.89975  -0.0414
N1 1.79978 -0.76279 -0.33736  -0.0509
H7 -2.13837 2.24003 -3.20318  0.0930
C6 3.95818 -5.43065 -3.37957  -0.0562
C7 -1.26463 -5.04519 -0.25651  -0.0512
H8 0.21150 -1.65285 -2.14418  0.0671
H9 -2.27222 1.73949 -1.50025  0.0579
H10 0.09197 -3.14833 -3.82295  0.1016
C8 3.16524 -2.64659 -1.25989  0.0283
C9 2.56148 0.37208 -0.57476  -0.1805
H11 0.34994 3.24601 1.13036  0.0664
H12 5.88845 -3.04687 -1.79655  0.0808
H13 -0.04557 5.14879 -1.36741  0.0799
C10 5.20371 -5.63469 -1.22197  -0.0559
C11 3.93753 0.44919 -0.76339  0.0277
C12 6.31371 2.49374 -2.51703  -0.0559
H14 6.37103 -0.18891 -1.99519  0.0779
C13 -2.92267 2.30506 4.08386  -1.5220
C14 0.46542 -6.73441 0.26519  -0.0788
S2 -3.65678 1.68728 2.64312  0.8986
H15 1.77281 4.10290 1.73987  0.0912
C15 -2.29212 0.81089 2.00365  -1.1113
H16 -0.27821 -3.88968 2.05077  0.0767
H17 7.83449 0.58221 -1.37473  0.0792
H18 3.90715 -1.98789 -1.67814  0.0743
H19 6.29446 3.64502 -0.00711  0.0725
H20 -0.92728 -3.41768 -2.39575  0.0679
H21 0.38973 5.02137 1.11676  0.0815
S3 -1.26132 1.85888 4.22864  0.9018
N2 -0.46161 -0.91628 -1.95288  0.1211
C16 6.76485 0.44423 -1.19699  -0.0759
H22 5.02949 -2.91521 -3.33629  0.0847
C17 6.07043 1.80689 -1.16548  -0.5587
C18 -1.41726 -0.89063 -2.81984  -0.4038
C19 0.10751 -5.25266 0.40084  -0.5321
H23 -0.75208 1.50455 -2.35008  0.0706
C20 3.28258 -4.02836 -1.41543  -0.1901
H24 0.52579 -7.04457 -0.78080  0.0793
N3 -2.25425 0.18164 -2.93429  -0.1610
H25 6.05300 -6.09010 -1.74042  0.0770
H26 2.90732 5.42392 -1.57677  0.0828
C21 4.46644 -4.66108 -2.15201  -0.5593
C22 1.78354 1.55988 -0.51229  -0.2762
H27 2.40507 -5.91543 -0.96815  0.0854
S4 -2.47281 -0.06342 0.57572  0.6988
O1 -0.05748 -2.35168 0.37104  -0.2568
H28 4.52000 -0.45623 -0.73547  0.0782
H29 5.57774 -5.11008 -0.34062  0.0886
S5 -3.72212 3.22907 5.17671  0.5177
H30 7.79763 2.73911 -0.22726  0.0766
C23 -1.90066 -1.65812 -5.09378  -0.0589
H31 -2.32487 -0.66673 -5.21658  0.0765
H32 -2.01940 -5.65088 0.25453  0.0806
H33 6.56796 2.16950 0.91751  0.0883
H34 -1.46403 -3.98492 -3.98287  0.0922
Cr1 -0.05174 -0.42991 0.02262  0.5148
H35 -4.02981 0.63245 -3.96916  0.0852
H36 6.30732 -4.11827 -3.13827  0.0796
C24 1.15967 -4.33745 -0.23124  -0.1022
H37 5.86505 1.91224 -3.32504  0.0869
C25 -3.67868 0.01652 -3.13501  -0.0635
O2 0.46580 1.41212 -0.31779  -0.2687
C26 -1.83164 1.48957 -2.46863  -0.0719
C27 2.47202 5.34673 -0.57725  -0.0806
H38 -3.91297 -1.02454 -3.34144  0.0875
C28 5.47794 -3.61832 -2.63157  -0.0758
H39 -0.74615 -5.57326 2.37161  0.0787
C29 1.02501 -2.94761 -0.13343  -0.3030
C30 -0.94322 -3.18345 -3.45789  -0.0467
C31 2.40559 2.80736 -0.61555  -0.0943
H40 4.79005 -5.89782 -3.91563  0.0769
H41 3.28243 5.36453 0.15409  0.0807
H42 0.96357 -5.10587 2.39071  0.0886
H43 -0.23968 3.38679 -1.32386  0.0520
H44 3.44203 -4.75492 -4.06520  0.0836
C32 6.72129 2.64248 -0.05449  -0.0556
C33 0.98831 4.11536 0.97925  -0.0360
C34 2.07483 -2.09585 -0.58766  -0.1984
H45 6.64669 -0.08789 -0.25117  0.0861
H46 1.41679 -6.96662 0.74837  0.0826
H47 -0.96916 -1.70866 -5.67090  0.0920
C35 4.56437 1.68579 -0.91851  -0.1870
H48 -1.56375 -3.99908 -0.20376  0.0739
N4 -1.65287 -1.93799 -3.69024  -0.1538
H49 0.87577 4.12401 -2.48381  0.0907
H50 -4.21781 0.32275 -2.23295  0.0816
H51 5.87007 3.48997 -2.53732  0.0734
C36 3.78815 2.83327 -0.84015  -0.0098
H52 7.38588 2.59172 -2.71392  0.0766
H53 3.25535 -6.21264 -3.08875  0.0734

The calculation puts the total energy at -4808.715862 hartree. For the strongest force on any atom, the calculation gives 0.10 eV/Å. Its total charge is -1. The relative energy (zero: lowest compared OMol25 entry of this formula, charge and spin) is 0.0 kcal/mol. Its multiplicity is 5.



(2)
The following is a DFT calculation (ωB97M-V with the def2-TZVPD basis set) of a single C6H9N molecule in a non-equilibrium geometry.

Each line ends with the Löwdin charge.
Cartesian coordinates (Å):
H1 0.46525 2.36614 0.03470  0.0809
H2 1.65430 1.78398 1.17821  0.0854
C1 -1.63401 -1.10083 -0.33644  -0.0810
C2 -2.52202 0.07854 0.05269  -0.1468
C3 1.35793 1.65565 0.11382  -0.1023
H3 2.00937 2.00697 -0.70600  0.0756
C4 0.88904 0.24496 -0.12566  -0.2355
H4 2.31925 -0.99419 0.96405  0.0496
H5 0.94308 -2.01446 0.33268  0.1251
C5 -0.71179 0.12296 -0.35696  -0.2198
H6 2.18197 -1.06481 -0.74891  0.0855
H7 -1.34531 -1.86022 0.38035  0.0924
C6 1.59799 -1.00130 0.19573  -0.1085
H8 -3.51729 0.14911 0.39844  0.0887
H9 -1.97996 -1.44642 -1.29693  0.0988
N1 -1.70779 1.07393 -0.07976  0.1119

The calculation puts the total energy at -288.610371 hartree. For the strongest force on any atom, the calculation gives 9.46 eV/Å. The relative energy (zero: lowest compared OMol25 entry of this formula, charge and spin) is 107.7 kcal/mol.